No. 1
ORCA calculation (the ωB97M-V functional and the def2-TZVPD basis) on a molecular structure, C9H11ClFeI2IrO4S at a distorted geometry.

The highest occupied orbital energy (alpha / beta) is -22.82 / -24.05 eV. Its total charge is +4. The strongest force on any atom is 7.3 eV/A. Its spin multiplicity is 10. As for the HOMO-LUMO gap (alpha / beta): 6.54 / 5.71 eV.

Structure (XYZ):
```
30
C9H11ClFeI2IrO4S | the OMol25 dataset | the ωB97M-V functional and the def2-TZVPD basis
I 1.326 -3.395 0.736
I 3.446 -1.630 0.414
Ir -1.662 0.912 1.067
Fe 1.398 -0.735 1.660
S 0.531 0.708 -0.055
C -2.568 -0.759 0.728
C -0.615 0.333 2.703
C 0.435 0.238 -1.899
C 0.802 1.531 -2.634
C -0.964 -0.247 -2.263
C 1.427 -0.860 -2.216
C -2.999 1.549 2.339
C -2.364 2.045 -0.361
O -0.642 0.376 3.881
O -3.101 -1.771 0.549
O -3.761 1.860 3.149
O -2.815 2.740 -1.170
H 0.844 1.351 -3.718
H 1.785 1.877 -2.294
H 0.058 2.311 -2.448
H -0.959 -0.602 -3.311
H -1.708 0.549 -2.168
H -1.252 -1.087 -1.618
H 1.388 -1.092 -3.295
H 1.157 -1.776 -1.675
H 2.448 -0.551 -1.957
Cl 3.025 -2.133 4.047
C 1.897 -0.877 3.697
H 1.030 -0.973 4.363
H 2.413 0.105 3.752
```

No. 2
ORCA calculation (the ωB97M-V functional and the def2-TZVPD basis) on a molecular structure, C11H13AsBrO2S4Tc.

The highest occupied orbital energy is -14.89 eV. Its total charge is +2. The strongest force on any atom is 0.8 eV/A. As for the HOMO-LUMO gap: 4.87 eV.

Structure (XYZ):
```
33
C11H13AsBrO2S4Tc | the OMol25 dataset | the ωB97M-V functional and the def2-TZVPD basis
Tc -0.152 -1.260 -0.140
S -4.558 -1.390 -3.054
As -2.897 -2.610 -2.453
S -2.222 -1.170 -0.572
S 0.596 -2.814 -1.185
S -4.883 -2.928 -1.610
Br 1.565 3.837 -3.420
C 2.459 3.354 -1.849
C 3.498 4.160 -1.417
C 4.188 3.851 -0.256
C 3.850 2.737 0.509
C 2.815 1.929 0.104
C 2.113 2.218 -1.077
C 1.052 1.388 -1.551
O 0.348 1.209 -2.442
O 0.694 0.234 -0.320
H 3.760 5.034 -1.995
H 5.002 4.492 0.057
H 4.395 2.511 1.413
H 2.545 1.064 0.690
C 1.137 -2.375 3.913
C 1.366 -1.937 2.456
C 2.260 -2.940 1.736
C -0.034 -1.772 1.859
H 2.097 -2.437 4.425
H 0.668 -3.359 3.950
H 0.510 -1.670 4.458
H 1.847 -0.955 2.472
H 1.741 -3.888 1.572
H 3.134 -3.154 2.349
H 2.628 -2.566 0.778
H -0.542 -0.875 2.247
H -0.672 -2.647 2.009
```

No. 3
ORCA calculation (the ωB97M-V functional and the def2-TZVPD basis) on a molecular structure, C20H34MnNO6P2S2.

The highest occupied orbital energy (alpha / beta) is -10.21 / -10.27 eV. Its total charge is +1. The strongest force on any atom is 0.4 eV/A. Its spin multiplicity is 6. As for the HOMO-LUMO gap (alpha / beta): 8.29 / 8.14 eV.

Structure (XYZ):
```
66
C20H34MnNO6P2S2 | the OMol25 dataset | the ωB97M-V functional and the def2-TZVPD basis
Mn -0.645 0.242 0.274
C -0.787 5.553 -3.490
C -0.441 4.204 -4.075
C 1.018 4.040 -4.442
O -0.878 3.106 -3.191
P -0.684 2.808 -1.683
O -0.896 1.337 -1.468
C 0.953 3.316 -1.154
P 1.405 2.827 0.520
O 0.985 1.424 0.801
O 2.957 2.926 0.641
C 3.701 4.196 0.557
C 4.454 4.202 -0.753
C 4.596 4.259 1.770
O 0.763 3.936 1.406
C 0.963 3.947 2.874
C -0.165 3.186 3.522
C 1.042 5.402 3.267
O -1.617 3.728 -0.831
C -3.057 3.459 -0.637
C -3.351 3.844 0.789
C -3.840 4.251 -1.654
H -0.535 6.323 -4.221
H -0.220 5.766 -2.582
H -1.847 5.635 -3.263
H -1.052 4.021 -4.957
H 1.685 4.397 -3.657
H 1.225 4.631 -5.334
H 1.249 3.000 -4.670
H 1.047 4.397 -1.259
H 1.678 2.828 -1.809
H 2.967 5.006 0.587
H 5.101 3.328 -0.820
H 5.075 5.096 -0.817
H 3.781 4.202 -1.611
H 5.272 3.404 1.785
H 4.018 4.261 2.693
H 5.192 5.171 1.738
H 1.915 3.447 3.071
H -1.112 3.704 3.378
H 0.028 3.117 4.593
H -0.242 2.167 3.135
H 0.115 5.911 3.003
H 1.872 5.901 2.769
H 1.189 5.488 4.343
H -3.204 2.387 -0.795
H -3.088 4.890 0.953
H -2.793 3.234 1.499
H -4.414 3.718 0.997
H -3.607 5.313 -1.570
H -4.906 4.119 -1.471
H -3.631 3.916 -2.669
S 0.151 -2.028 0.749
C -1.172 -1.746 1.807
N -1.966 -0.692 1.655
C -2.938 -0.618 2.651
C -3.946 0.335 2.751
C -4.837 0.254 3.804
C -4.743 -0.772 4.748
C -3.756 -1.736 4.647
C -2.855 -1.646 3.593
S -1.535 -2.711 3.190
H -4.037 1.109 2.002
H -5.628 0.986 3.893
H -5.455 -0.822 5.559
H -3.692 -2.540 5.366
```